Computed, not measured: 2 unconnected molecules or ions with the total composition C3H7N2O at a distorted geometry, with ωB97M-V/def2-TZVPD.

Output
**HOMO**: -14.657 eV
**Relative energy (zero: lowest compared OMol25 entry of this formula, charge and spin)**: 2.072 eV
**Kohn-Sham gap**: 9.52 eV
**Net charge**: +1

Last column: Mulliken charge in e.
Element x y z (Å)
C  -0.912  -1.256  0.391  -0.111
C  3.521  -0.264  -0.250  0.477
C  -1.451  0.934  -0.242  -0.950
N  4.572  0.297  -0.218  -0.313
N  -0.544  -0.131  -0.087  0.037
O  2.418  -0.525  0.085  -0.491
H  -1.995  -1.302  0.710  0.258
H  -0.174  -1.993  0.469  0.336
H  -2.401  0.603  -0.428  0.405
H  -1.127  1.595  -1.149  0.318
H  -1.503  1.576  0.599  0.353
H  0.347  0.239  -0.527  0.373
H  5.420  0.136  -0.734  0.309


Computed, not measured: a molecular structure, C40H105F3N9O11Zn at a distorted geometry, with ωB97M-V/def2-TZVPD.

Output
**HOMO**: -9.992 eV
**Relative energy (zero: lowest compared OMol25 entry of this formula, charge and spin)**: 14.347 eV
**Kohn-Sham gap**: 0.89 eV
**Net charge**: +1

Last column: Mulliken charge in e.
Element x y z (Å)
Zn  2.781  -7.547  2.123  0.682
C  3.693  -2.201  1.066  0.075
O  2.276  -2.143  1.265  -0.230
O  3.950  -3.620  1.102  -0.363
C  4.209  -1.304  -0.094  0.803
F  4.444  -0.042  0.299  -0.240
F  5.349  -1.755  -0.609  -0.244
F  3.370  -1.219  -1.067  -0.231
C  1.748  -0.844  1.694  -0.098
C  0.270  -0.750  1.248  -1.295
H  -0.315  -1.607  1.582  0.306
H  -0.204  0.188  1.536  0.390
H  0.107  -0.815  0.172  0.329
H  2.238  0.052  1.313  0.291
H  1.805  -0.760  2.779  0.321
H  4.103  -1.690  1.937  0.353
C  -2.054  3.295  -5.183  -1.408
C  -3.123  4.182  -5.740  0.706
C  -3.092  4.517  -7.253  -0.839
O  -2.248  5.559  -7.538  -0.337
C  -1.172  5.277  -8.414  -0.728
N  -4.376  3.434  -5.463  -0.718
H  -2.163  3.232  -4.101  0.353
H  -1.032  3.602  -5.403  0.361
H  -2.157  2.268  -5.535  0.316
H  -3.078  5.129  -5.204  0.203
H  -4.092  4.921  -7.408  0.320
H  -3.078  3.683  -7.954  0.417
H  -0.659  4.344  -8.183  0.331
H  -0.445  6.083  -8.313  0.243
H  -1.571  5.155  -9.421  0.304
H  -4.451  3.200  -4.483  0.266
H  -4.501  2.565  -5.963  0.212
C  -11.246  -0.776  2.308  -1.491
C  -10.000  -1.429  1.707  0.479
C  -9.028  -1.849  2.740  -0.791
O  -8.536  -0.688  3.470  -0.257
C  -7.790  -0.945  4.642  -0.747
N  -10.434  -2.554  0.935  -0.716
H  -12.063  -0.726  1.588  0.392
H  -11.082  0.208  2.749  0.349
H  -11.625  -1.200  3.238  0.338
H  -9.481  -0.738  1.042  0.339
H  -8.102  -2.258  2.336  0.353
H  -9.547  -2.521  3.422  0.366
H  -8.331  -1.665  5.258  0.316
H  -7.475  -0.005  5.095  0.229
H  -6.888  -1.523  4.441  0.295
H  -10.815  -3.230  1.582  0.277
H  -9.581  -2.899  0.518  0.270
C  -4.514  -2.136  11.482  -1.415
C  -3.080  -2.709  11.368  0.544
C  -2.064  -1.616  10.949  -0.711
O  -2.351  -0.973  9.761  -0.306
C  -1.437  0.046  9.224  -0.720
N  -2.811  -3.383  12.641  -0.716
H  -5.238  -2.947  11.559  0.402
H  -4.840  -1.625  10.576  0.349
H  -4.692  -1.510  12.357  0.350
H  -3.062  -3.384  10.512  0.192
H  -1.069  -2.022  10.766  0.320
H  -1.938  -0.893  11.756  0.349
H  -0.395  -0.239  9.083  0.296
H  -1.432  0.915  9.882  0.301
H  -1.811  0.254  8.222  0.230
H  -2.118  -4.105  12.503  0.254
H  -3.654  -3.923  12.777  0.280
C  11.169  2.141  -1.463  -1.288
C  10.415  3.204  -2.358  0.609
C  11.359  4.264  -2.914  -0.767
O  10.632  5.285  -3.594  -0.312
C  11.393  6.493  -3.830  -0.713
N  9.760  2.581  -3.453  -0.697
H  12.126  1.756  -1.814  0.324
H  10.556  1.284  -1.183  0.351
H  11.406  2.670  -0.540  0.339
H  9.736  3.726  -1.684  0.140
H  12.138  3.876  -3.570  0.359
H  11.911  4.757  -2.113  0.368
H  12.293  6.278  -4.407  0.299
H  11.741  6.908  -2.883  0.299
H  10.734  7.126  -4.423  0.239
H  9.172  3.257  -3.919  0.231
H  9.226  1.760  -3.207  0.221
C  -3.042  -7.401  1.552  -1.433
C  -1.593  -7.662  1.101  0.211
C  -1.245  -6.912  -0.175  -0.808
O  0.155  -7.116  -0.399  -0.264
C  0.546  -6.492  -1.610  -0.795
N  -0.766  -7.094  2.113  -0.507
H  -3.240  -7.633  2.598  0.397
H  -3.760  -7.936  0.930  0.360
H  -3.192  -6.332  1.400  0.410
H  -1.394  -8.732  1.031  0.347
H  -1.484  -5.849  -0.195  0.372
H  -1.801  -7.383  -0.986  0.425
H  -0.012  -6.842  -2.477  0.322
H  1.592  -6.732  -1.805  0.275
H  0.537  -5.403  -1.564  0.305
H  -1.170  -6.209  2.386  0.251
H  -0.958  -7.610  2.959  0.280
C  -7.064  5.119  0.963  -1.381
C  -5.560  4.683  0.853  0.304
C  -4.746  5.290  2.032  -0.645
O  -3.454  4.977  1.984  -0.285
C  -2.652  5.735  2.863  -0.797
N  -5.594  3.214  0.836  -0.657
H  -7.522  4.749  1.880  0.365
H  -7.625  4.826  0.075  0.369
H  -7.155  6.205  0.919  0.370
H  -5.116  4.968  -0.101  0.289
H  -5.158  4.901  2.963  0.274
H  -4.880  6.363  2.163  0.398
H  -2.804  6.814  2.867  0.308
H  -1.584  5.534  2.774  0.270
H  -2.820  5.311  3.853  0.336
H  -6.199  2.912  1.586  0.239
H  -4.685  2.821  1.033  0.244
C  -5.843  -2.736  -3.711  -1.228
C  -7.136  -3.164  -4.401  0.351
C  -7.062  -3.040  -5.928  -0.612
O  -6.500  -1.795  -6.338  -0.294
C  -6.752  -1.462  -7.712  -0.761
N  -7.500  -4.538  -4.048  -0.715
H  -5.674  -2.819  -2.637  0.338
H  -5.745  -1.677  -3.951  0.292
H  -5.079  -3.306  -4.239  0.247
H  -7.897  -2.473  -4.037  0.333
H  -8.035  -3.100  -6.415  0.385
H  -6.370  -3.823  -6.236  0.276
H  -6.151  -0.580  -7.933  0.205
H  -7.787  -1.125  -7.757  0.323
H  -6.501  -2.323  -8.332  0.308
H  -6.939  -5.170  -4.602  0.272
H  -8.457  -4.755  -4.288  0.280
C  6.775  -3.212  -7.182  -1.403
C  6.332  -2.840  -8.578  0.404
C  5.220  -1.833  -8.539  -0.649
O  4.167  -2.403  -7.717  -0.265
C  3.085  -1.532  -7.451  -0.762
N  7.496  -2.402  -9.356  -0.727
H  6.049  -3.875  -6.713  0.277
H  7.047  -2.327  -6.607  0.317
H  7.763  -3.672  -7.215  0.460
H  6.073  -3.794  -9.036  0.248
H  4.910  -1.567  -9.549  0.377
H  5.609  -0.971  -7.997  0.327
H  3.363  -0.628  -6.908  0.310
H  2.293  -2.086  -6.947  0.244
H  2.616  -1.195  -8.376  0.302
H  7.817  -1.525  -8.970  0.273
H  8.232  -3.046  -9.104  0.268
C  6.845  3.105  5.516  -1.437
C  7.927  3.898  6.262  0.518
C  9.383  3.571  5.869  -0.760
O  10.363  4.196  6.787  -0.335
C  11.677  3.762  6.569  -0.707
N  7.553  5.288  6.176  -0.677
H  5.859  3.515  5.731  0.395
H  6.742  2.071  5.846  0.374
H  7.038  3.237  4.451  0.343
H  7.939  3.553  7.296  0.218
H  9.595  3.857  4.838  0.347
H  9.505  2.491  5.945  0.376
H  11.890  2.796  7.028  0.264
H  12.370  4.497  6.978  0.260
H  11.883  3.711  5.500  0.307
H  8.356  5.836  6.449  0.273
H  7.333  5.619  5.247  0.241


Computed, not measured: 2 unconnected molecules or ions with the total composition C10H16 at a distorted geometry, with ωB97M-V/def2-TZVPD.

Output
**HOMO**: -8.856 eV
**Relative energy (zero: lowest compared OMol25 entry of this formula, charge and spin)**: 2.751 eV
**Kohn-Sham gap**: 9.87 eV
**SMILES string**: CCc1ccccc1.CC

Last column: Mulliken charge in e.
Element x y z (Å)
C  -0.289  2.167  1.442  -1.050
C  1.006  1.441  1.305  -0.304
C  1.245  0.186  0.412  0.512
C  2.512  -0.272  0.321  -0.719
C  2.706  -1.373  -0.507  -0.102
C  1.679  -2.010  -1.155  -0.628
C  0.419  -1.518  -1.105  -0.309
C  0.130  -0.465  -0.240  -0.159
H  -0.919  2.174  0.503  0.255
H  -0.029  3.233  1.648  0.362
H  -0.775  1.923  2.479  0.259
H  1.898  2.270  1.106  0.205
H  1.317  1.014  2.352  0.208
H  3.445  0.187  0.550  0.329
H  3.839  -1.515  -0.684  0.207
H  1.954  -2.709  -1.958  0.281
H  -0.245  -1.932  -1.748  0.471
H  -0.870  -0.227  0.121  0.121
C  -3.368  -0.290  -0.374  -0.540
C  -4.018  1.080  -0.437  -0.833
H  -3.997  -1.104  -0.925  0.318
H  -2.416  -0.477  -0.828  0.014
H  -3.151  -0.683  0.713  0.263
H  -3.825  1.498  -1.395  0.309
H  -3.381  1.785  0.080  0.201
H  -4.978  0.890  0.007  0.327


Computed, not measured: a molecular structure, C7H15AlBF4N3O at a distorted geometry, with ωB97M-V/def2-TZVPD.

Output
**HOMO**: -10.408 eV
**Kohn-Sham gap**: 8.94 eV

Last column: Mulliken charge in e.
Element x y z (Å)
C  -1.439  -3.585  1.328  -0.774
C  -1.331  -2.407  1.905  -0.602
C  -0.490  -1.373  1.239  0.412
C  0.597  -0.636  2.070  -0.821
N  1.078  0.246  0.987  0.257
C  2.483  0.613  0.870  -0.395
N  2.755  0.718  -0.555  -0.471
C  0.116  0.600  0.238  -0.952
C  -1.178  -0.077  0.680  -0.048
B  -2.202  -0.422  -0.526  0.319
N  -3.221  0.563  -0.940  -0.631
O  -2.159  -1.635  -1.162  -0.560
H  -2.371  -4.123  1.241  0.342
H  -0.543  -3.991  0.874  0.262
H  -1.862  -2.192  2.826  0.378
H  0.100  -1.834  0.448  0.202
H  1.330  -1.200  2.626  0.429
H  0.017  0.058  2.685  0.352
H  2.758  1.503  1.432  0.293
H  3.070  -0.212  1.283  0.360
H  2.283  -0.055  -1.019  0.186
H  3.738  0.490  -0.675  0.264
H  0.237  1.288  -0.605  1.075
H  -1.704  0.514  1.430  0.235
H  -3.829  0.707  -0.134  0.274
H  -2.807  1.456  -1.195  0.324
H  -2.950  -2.131  -0.892  0.303
F  0.685  3.728  -4.764  -0.391
Al  1.507  3.436  -3.304  0.573
F  2.698  2.229  -3.543  -0.407
F  0.387  2.860  -2.101  -0.392
F  2.246  4.865  -2.747  -0.397


Computed, not measured: 2 unconnected molecules or ions with the total composition C3H2F2N2OS at a distorted geometry, with ωB97M-V/def2-TZVPD.

Output
**HOMO (alpha / beta)**: -9.431 / -9.305 eV
**Relative energy (zero: lowest compared OMol25 entry of this formula, charge and spin)**: 2.469 eV
**Kohn-Sham gap (alpha / beta)**: 8.97 / 7.41 eV

Last column: Mulliken charge in e.
Element x y z (Å)
C  -0.356  -0.449  0.266  0.209
C  -1.344  0.445  -0.085  0.209
C  2.482  -0.075  0.397  0.180
N  -2.542  -0.175  -0.249  -0.275
N  -2.576  -1.384  -0.020  -0.220
O  -1.177  1.737  -0.319  -0.511
F  2.623  0.508  -0.823  -0.177
F  2.986  -1.344  0.338  -0.171
S  -1.087  -1.998  0.445  0.077
H  2.639  0.670  1.104  0.329
H  -1.648  2.065  -1.053  0.351